No. 1
Formula: C5H8O
Source: the Open Molecules 2025 dataset
Level of theory: ωB97M-V/def2-TZVPD

The geometry in XYZ format:
```
14
Properties=species:S:1:pos:R:3:forces:R:3
C 0.686 -0.578 -1.921 0.2 -0.1 -0.1
O -0.715 -0.458 -1.820 -0.1 -0.3 -0.2
C -1.252 -0.392 -0.531 -0.5 0.3 -0.1
C -0.421 -1.014 0.568 0.0 0.9 0.3
C -0.006 -0.240 1.408 0.3 -0.5 0.3
C 0.441 0.939 2.114 0.2 0.0 0.2
H 1.022 -1.565 -1.575 0.0 0.2 -0.1
H 0.907 -0.469 -2.985 0.1 -0.1 0.1
H 1.254 0.185 -1.362 -0.3 -0.1 -0.1
H -1.330 0.657 -0.198 -0.2 -0.1 -0.7
H -2.268 -0.788 -0.547 0.1 -0.2 -0.2
H 0.942 1.612 1.402 0.0 -0.2 0.2
H -0.405 1.474 2.563 0.2 -0.2 0.0
H 1.145 0.637 2.884 0.1 0.3 0.3
```
Positions in Å, forces in eV/Å.

Values from the calculation:
SMILES: CC#CCOC
Multiplicity: 1
DFT total energy (Eh): -270.4084
ΔE to the lowest compared entry with this formula, charge and spin (kJ/mol): 392.5

Mulliken atomic charge list, values in e, 8 entries: -0.616 -0.369 -0.135 -0.346 0.364 -1.110 0.287 0.256

=====

No. 2
Formula: C68H147B2F8N6O2
Source: the Open Molecules 2025 dataset
Level of theory: ωB97M-V/def2-TZVPD

The geometry in XYZ format:
```
233
Properties=species:S:1:pos:R:3:forces:R:3
C -1.236 -5.169 2.321 -1.5 -1.4 -0.2
C -0.705 -3.914 1.777 0.6 -0.7 -0.3
C -1.388 -2.757 2.346 -2.6 1.6 1.2
C -0.821 -1.504 1.773 -1.6 0.7 -2.4
N -1.647 -0.219 1.914 0.7 -1.3 0.1
C -3.159 -0.389 1.810 1.6 -0.5 0.2
C -3.634 0.890 1.218 -0.7 0.4 -1.5
C -2.398 1.722 0.840 2.0 0.2 1.9
C -1.238 0.680 0.763 -2.9 0.3 0.0
C -1.253 0.272 3.265 0.1 1.1 1.1
C -2.125 1.275 4.041 -1.1 0.5 0.6
C -1.910 1.151 5.583 0.7 -0.2 0.4
H -2.306 -5.262 2.210 -0.7 -0.1 -0.7
H -1.202 -5.205 3.387 0.8 -0.1 0.9
H -0.787 -6.044 1.867 0.2 -0.3 0.2
H -0.608 -3.948 0.672 0.0 0.3 0.6
H 0.217 -3.859 2.290 2.0 0.2 -0.5
H -1.227 -2.711 3.444 0.0 -0.3 -0.5
H -2.506 -2.829 2.263 0.8 0.0 -0.3
H -0.712 -1.554 0.668 0.1 -0.5 0.7
H 0.104 -1.328 2.237 1.4 0.4 0.3
H -3.542 -0.659 2.765 -0.2 0.3 1.1
H -3.365 -1.271 1.248 0.1 -0.3 -1.1
H -4.357 1.363 1.874 0.1 0.4 0.0
H -4.137 0.629 0.281 -0.1 0.2 0.2
H -2.061 2.366 1.695 -0.8 -0.1 -0.8
H -2.441 2.320 -0.049 -0.4 0.1 -0.4
H -0.225 1.000 0.837 0.4 0.4 0.4
H -1.377 0.143 -0.175 0.1 -0.4 0.2
H -0.229 0.639 3.206 0.0 0.1 -0.3
H -1.160 -0.596 3.889 -0.2 -0.6 0.3
H -3.215 1.174 3.838 0.8 -0.2 0.0
H -1.919 2.311 3.778 0.3 0.0 -0.2
H -0.949 0.634 5.778 -0.2 0.5 0.0
H -2.621 0.514 6.109 -0.3 -0.1 -0.4
H -1.936 2.109 6.165 0.2 -0.6 -0.9
C 2.107 -7.197 1.345 -0.6 -0.2 -0.3
C 2.727 -6.095 2.115 -0.2 1.8 -0.9
C 3.104 -4.894 1.172 0.0 -1.7 1.0
C 3.387 -3.691 1.960 0.4 1.9 0.5
N 3.942 -2.505 1.105 -0.8 -0.5 0.6
C 5.262 -2.965 0.561 -0.3 -0.6 0.3
C 6.207 -1.787 0.696 -1.3 0.3 0.3
C 5.739 -1.170 2.038 1.3 0.6 0.0
C 4.279 -1.356 2.035 -1.7 0.6 -1.3
C 2.973 -2.022 -0.007 0.0 -2.1 -0.1
C 3.661 -1.104 -0.982 -0.3 0.4 -0.6
C 2.749 -0.728 -2.185 1.1 -1.6 1.0
H 1.235 -6.845 0.794 -0.1 0.2 -0.1
H 1.727 -7.932 2.028 0.0 -0.8 0.2
H 2.779 -7.607 0.625 0.5 -0.7 -0.5
H 3.578 -6.370 2.692 0.8 -0.5 0.3
H 1.989 -5.788 2.821 -0.6 0.7 0.7
H 2.283 -4.733 0.496 -0.3 0.0 -0.5
H 4.007 -5.204 0.662 0.0 -0.1 -0.6
H 4.213 -3.831 2.655 0.1 -0.3 0.1
H 2.569 -3.312 2.581 -0.2 0.1 -0.5
H 4.979 -3.435 -0.364 0.7 0.2 -0.9
H 5.579 -3.801 1.191 0.2 0.3 0.1
H 5.920 -1.025 -0.052 0.8 -0.5 0.2
H 7.241 -2.061 0.678 0.5 -0.1 -0.2
H 5.949 -0.114 1.978 0.1 0.6 0.1
H 6.182 -1.462 3.004 0.2 -0.7 -0.7
H 3.704 -0.510 1.644 0.5 -0.1 0.2
H 3.860 -1.546 2.977 -0.7 -0.5 1.1
H 2.036 -1.701 0.487 0.8 0.4 -0.1
H 2.674 -2.907 -0.622 0.3 0.2 0.8
H 4.628 -1.525 -1.342 -1.0 0.1 0.1
H 3.880 -0.191 -0.475 0.4 0.8 0.3
H 1.812 -0.397 -1.808 -0.8 0.6 0.2
H 2.576 -1.638 -2.776 0.1 0.5 -0.3
H 3.277 0.054 -2.700 -0.2 0.2 -0.7
C -7.798 1.065 -1.978 -1.1 -0.2 0.6
C -7.457 2.249 -2.844 0.2 0.7 0.5
C -6.992 1.787 -4.197 1.6 -0.1 0.1
C -6.266 2.885 -4.964 -0.4 0.8 -0.9
N -6.026 2.592 -6.496 0.2 0.1 1.6
C -5.341 3.830 -7.118 0.2 -1.0 -1.2
C -6.326 4.333 -8.192 -1.2 -0.6 -0.3
C -6.997 3.037 -8.735 0.1 0.4 2.6
C -7.282 2.404 -7.342 -0.8 -0.8 0.0
C -5.136 1.350 -6.490 -0.5 0.0 0.2
C -3.808 1.576 -5.770 -1.9 -1.3 2.5
C -2.758 0.635 -6.252 -0.5 0.3 -0.8
H -8.806 0.709 -2.231 0.2 -0.1 0.3
H -7.730 1.224 -0.908 -0.5 0.8 0.2
H -7.116 0.249 -2.037 0.7 -0.6 -0.9
H -6.689 2.834 -2.385 0.9 0.3 0.5
H -8.259 2.987 -2.911 -0.4 -0.3 -0.1
H -7.884 1.468 -4.702 -0.1 -0.8 -0.7
H -6.214 0.990 -3.962 -1.3 0.5 -0.7
H -5.267 3.036 -4.504 -0.7 0.1 -0.5
H -6.795 3.856 -5.019 0.0 -0.5 0.5
H -4.362 3.466 -7.581 -1.3 0.7 0.7
H -5.200 4.537 -6.318 0.5 0.2 0.1
H -5.866 4.845 -9.006 0.6 0.6 -0.3
H -7.158 4.954 -7.808 0.7 0.0 0.2
H -6.239 2.488 -9.267 -0.1 -0.5 -0.5
H -7.963 3.135 -9.248 0.7 0.2 -0.2
H -7.465 1.325 -7.384 -0.1 0.2 0.1
H -8.198 2.892 -6.871 1.4 -0.4 -0.3
H -5.002 1.135 -7.522 0.4 -0.3 -1.1
H -5.690 0.486 -6.049 0.2 0.9 -0.3
H -3.992 1.387 -4.667 0.3 0.4 -1.0
H -3.517 2.579 -5.888 0.6 1.3 -0.1
H -2.784 0.917 -7.323 0.9 -1.2 0.1
H -2.999 -0.397 -5.972 0.0 0.2 -0.7
H -1.822 0.868 -5.784 0.6 0.2 0.0
C -1.091 5.378 -1.398 -1.7 1.6 -1.4
C -0.065 5.062 -0.353 0.8 0.6 1.0
C 1.377 5.359 -0.888 -1.2 -1.4 -0.4
C 2.438 5.592 0.140 -0.5 1.1 1.1
N 3.845 5.535 -0.331 1.2 -1.1 0.2
C 4.209 4.070 -0.564 -1.6 -0.1 -1.4
C 5.653 3.851 -0.320 1.2 1.7 -1.0
C 6.033 4.979 0.674 1.3 0.9 0.1
C 4.815 5.928 0.774 -0.4 0.4 -0.2
C 4.057 6.314 -1.615 -0.9 -1.7 -0.9
C 3.576 7.714 -1.679 -1.3 1.3 -0.1
C 3.361 8.189 -3.150 -0.9 -0.2 1.6
H -2.173 5.197 -1.086 1.5 -0.2 -0.3
H -0.859 4.814 -2.330 -0.4 0.2 0.5
H -1.131 6.480 -1.715 0.4 -1.4 0.5
H -0.198 3.999 -0.124 0.4 0.3 0.6
H -0.182 5.722 0.538 -0.3 -0.8 -0.3
H 1.205 6.250 -1.461 0.5 0.2 -0.9
H 1.614 4.451 -1.475 0.2 0.7 -0.3
H 2.358 4.846 0.918 0.0 -0.1 0.3
H 2.315 6.593 0.595 0.0 -0.5 -0.1
H 3.865 3.835 -1.585 0.3 -0.1 0.4
H 3.604 3.475 0.102 0.0 0.1 0.3
H 6.246 4.111 -1.233 -0.5 -0.8 0.5
H 5.839 2.826 -0.016 0.1 0.1 0.2
H 6.918 5.572 0.247 -1.1 -1.0 1.0
H 6.275 4.571 1.686 0.0 0.6 -0.8
H 4.921 7.008 0.606 0.7 -0.3 0.3
H 4.350 5.818 1.755 -0.4 -0.1 -0.3
H 3.444 5.723 -2.302 -0.1 0.2 -0.1
H 5.048 6.158 -2.035 0.4 0.1 0.6
H 4.253 8.416 -1.209 0.3 0.1 0.2
H 2.595 7.831 -1.164 0.7 -0.1 -0.2
H 2.486 7.739 -3.625 0.1 -0.1 0.1
H 4.219 7.988 -3.707 1.4 -0.5 -1.1
H 3.249 9.259 -3.144 -0.2 0.4 0.0
C -2.583 -8.812 -4.968 0.7 -1.8 0.9
C -1.629 -7.815 -4.353 -0.4 1.1 0.8
C -2.251 -6.943 -3.174 -0.6 -1.5 -0.8
C -3.334 -5.976 -3.639 1.7 -0.5 1.4
N -3.776 -5.127 -2.504 0.6 2.4 0.6
C -4.451 -5.843 -1.314 1.0 1.3 -0.5
C -5.876 -5.729 -1.764 -1.0 -1.5 1.3
C -6.073 -4.302 -2.125 0.5 0.2 -2.0
C -4.817 -4.135 -3.064 -0.3 0.8 0.5
C -2.637 -4.271 -1.873 -0.1 -0.4 -0.3
C -1.600 -3.601 -2.757 0.6 -2.1 0.1
C -0.778 -2.588 -1.964 0.1 -1.0 1.2
H -2.935 -9.525 -4.211 -0.2 0.3 0.0
H -2.070 -9.492 -5.666 0.0 0.5 -0.1
H -3.426 -8.396 -5.461 -0.7 0.5 -0.4
H -1.277 -7.197 -5.174 0.2 0.5 0.1
H -0.748 -8.284 -3.928 0.1 -0.3 -0.1
H -1.494 -6.451 -2.573 0.3 0.1 -0.2
H -2.781 -7.636 -2.487 0.6 0.0 -0.4
H -4.173 -6.505 -4.012 -0.9 -0.5 -0.4
H -2.954 -5.311 -4.382 0.1 0.5 -0.6
H -4.186 -5.235 -0.364 -0.7 -1.0 -1.6
H -3.958 -6.800 -1.276 -0.4 -0.4 0.4
H -6.565 -6.130 -1.019 0.0 0.2 0.1
H -6.091 -6.294 -2.674 0.4 -0.4 0.1
H -6.046 -3.611 -1.318 0.0 0.5 0.8
H -7.037 -4.231 -2.661 0.6 0.5 0.1
H -4.358 -3.113 -3.189 -0.6 -1.1 0.5
H -5.033 -4.495 -4.053 -0.3 -0.1 -0.4
H -2.094 -4.938 -1.211 -0.2 -0.1 0.4
H -3.220 -3.537 -1.339 0.1 0.3 0.5
H -2.062 -3.062 -3.542 -0.5 0.4 -1.0
H -0.967 -4.439 -3.159 -0.4 1.0 0.0
H 0.003 -3.063 -1.279 -0.8 0.5 -1.1
H -1.523 -2.102 -1.309 0.8 0.4 -0.5
H -0.341 -1.934 -2.715 0.2 0.3 0.5
C 6.177 5.537 4.758 -0.3 0.3 -1.1
C 6.236 4.158 5.400 1.0 -0.8 -1.0
C 5.132 3.208 4.901 0.2 2.5 -0.5
C 5.165 1.927 5.577 1.2 -0.5 1.9
N 3.832 1.328 5.768 0.5 -1.9 0.2
C 3.149 1.157 4.464 -2.7 0.9 -0.5
C 2.060 2.296 4.394 0.0 -0.9 1.6
C 1.627 2.343 5.876 0.7 -0.1 0.1
C 2.932 2.146 6.692 -0.7 0.0 -0.9
C 3.992 -0.077 6.384 0.0 0.1 0.3
C 4.815 -1.048 5.558 -1.0 -0.1 -1.0
C 4.529 -2.564 5.714 -0.7 1.2 0.1
H 6.901 5.754 3.985 0.7 -0.1 0.1
H 6.174 6.355 5.464 0.4 0.1 0.3
H 5.252 5.687 4.206 -0.5 -0.2 0.1
H 6.086 4.386 6.435 0.0 -0.6 0.9
H 7.220 3.600 5.274 -0.9 1.1 0.3
H 5.100 3.134 3.821 0.4 -0.2 -0.4
H 4.229 3.731 5.115 -0.9 0.4 0.3
H 5.611 2.074 6.582 -0.4 -0.1 -0.2
H 5.894 1.294 5.081 -0.5 -0.7 -0.2
H 2.537 0.222 4.569 0.8 0.6 -0.7
H 3.852 1.233 3.651 0.1 -0.4 -0.2
H 1.179 2.011 3.841 0.2 -0.3 -0.5
H 2.378 3.241 4.022 0.6 0.6 -0.3
H 0.968 1.506 5.987 -0.1 -0.8 0.4
H 1.015 3.172 6.230 0.4 0.4 -0.2
H 2.753 1.577 7.614 0.4 0.5 -0.2
H 3.463 3.092 6.812 -0.3 -0.2 0.6
H 2.958 -0.439 6.484 0.4 0.1 0.4
H 4.546 0.125 7.292 -0.5 -0.2 0.6
H 5.832 -0.720 5.591 0.9 -0.5 0.3
H 4.504 -0.872 4.538 0.1 0.2 -0.4
H 4.738 -2.981 6.670 0.4 -0.2 0.9
H 5.071 -3.116 4.973 0.5 -0.3 -0.4
H 3.463 -2.747 5.536 0.2 0.1 0.0
B 2.202 1.595 1.011 0.8 -1.6 -0.6
F 1.682 2.682 1.587 -0.3 2.0 1.3
F 3.683 1.635 0.998 -1.3 -0.2 0.3
F 1.759 0.433 1.735 0.6 0.7 -0.8
F 1.730 1.612 -0.311 0.4 -0.6 -0.2
B -3.667 -0.522 -2.378 0.1 -0.6 0.8
F -5.017 -0.702 -2.555 -1.1 -0.7 -0.9
F -3.452 0.792 -2.195 0.7 2.3 0.1
F -3.348 -1.192 -1.154 0.3 -0.5 0.1
F -2.868 -0.999 -3.426 -0.3 -0.3 -0.2
C 0.869 -3.340 5.301 0.2 0.1 -1.4
C 1.202 -1.961 4.664 0.5 -0.7 1.3
O 1.228 -0.991 5.452 -0.4 0.4 0.2
O 1.487 -1.910 3.452 0.0 -0.2 -0.5
H 1.034 -3.296 6.368 0.3 -0.2 0.2
H 1.466 -4.153 4.757 -1.1 0.9 0.9
H -0.224 -3.436 5.181 0.4 -0.5 -0.1
```
Positions in Å, forces in eV/Å.

Values from the calculation:
Net charge: +3
Multiplicity: 1
DFT total energy (Eh): -4006.3583

Mulliken atomic charge list, values in e, 8 entries: -2.350 2.226 0.027 0.201 1.141 -0.938 -1.062 -1.055

=====

No. 3
Formula: C5H8N2
Source: the Open Molecules 2025 dataset
Level of theory: ωB97M-V/def2-TZVPD

The geometry in XYZ format:
```
15
Properties=species:S:1:pos:R:3:forces:R:3
C 0.386 -0.905 -0.523 0.1 -0.1 0.0
C 0.338 0.300 0.413 0.2 0.0 0.3
C 0.650 0.263 1.867 0.0 0.1 0.1
N 0.452 1.513 -0.361 0.2 0.1 -0.1
C -0.865 0.882 -0.277 -0.4 0.0 0.0
C -0.871 -0.310 -1.172 0.0 -0.1 -0.2
N -1.681 -0.777 -2.016 0.3 0.0 0.2
H -1.229 -1.647 -2.303 -0.5 -0.2 -0.5
H 0.155 -1.869 -0.054 0.0 0.2 0.0
H 1.307 -1.016 -1.110 -0.2 0.1 0.0
H 1.718 0.079 2.022 -0.1 0.1 0.1
H 0.377 1.217 2.322 0.1 -0.1 0.1
H 0.085 -0.543 2.347 0.1 0.1 0.0
H 0.874 1.360 -1.277 0.0 0.1 0.2
H -1.698 1.452 0.121 0.1 -0.1 -0.1
```
Positions in Å, forces in eV/Å.

Values from the calculation:
SMILES: [H]/N=C1\C[C@@]2(C)N[C@@H]12
Multiplicity: 1
DFT total energy (Eh): -304.7556
ΔE to the lowest compared entry with this formula, charge and spin (kJ/mol): 209.9

Mulliken atomic charge list, values in e, 8 entries: -0.730 0.860 -1.184 -0.620 -0.441 0.316 -0.750 0.250

=====

The calculation returns the following highest occupied orbital energy values, one per record and in order: -9.06; -13.62; -9.66 eV.
The calculation returns the following M values, one per record and in order: 84.118; 1254.572; 96.133 g mol⁻¹.
The calculation returns the following orbital gap values, one per record and in order: 9.950; 9.294; 10.566 eV.